No. 1
Formula: C18H25N5O4S2
Source: the OMol25 dataset
Level of theory: wB97M-V/def2-TZVPD

Results
- SMILES string = COc1ccccc1-n1nnnc1SCC(=O)N(CC(C)C)[C@@H]1CCS(=O)(=O)C1
- HOMO energy (eV) = -9.042
- HOMO-LUMO gap (eV) = 9.4
- LUMO (eV) = 0.3
- electronic energy (eV) = -56381.25427

```
! RIJCOSX wB97M-V def2-TZVPD def2/J DEFGRID3
* xyz 0 1
C 2.422 -3.552 -3.570
H 2.084 -4.239 -4.352
O 1.330 -2.941 -2.922
C 0.473 -3.717 -2.208
C 0.511 -5.104 -2.139
C -0.452 -5.796 -1.424
C -1.471 -5.124 -0.773
C -1.516 -3.743 -0.818
C -0.545 -3.044 -1.517
N -0.606 -1.647 -1.538
C 0.375 -0.707 -1.472
N -0.203 0.480 -1.456
N -1.506 0.257 -1.513
N -1.769 -0.977 -1.560
S 2.064 -0.982 -1.299
C 2.426 0.646 -0.559
H 3.467 0.608 -0.238
C 1.499 0.826 0.639
O 1.125 -0.146 1.270
N 1.132 2.085 0.958
C 1.604 3.266 0.260
H 1.597 4.097 0.969
H 2.645 3.102 -0.028
C 0.762 3.635 -0.981
C -0.416 4.535 -0.618
H -0.975 4.790 -1.515
H -1.101 4.044 0.067
H -0.067 5.460 -0.161
C 1.645 4.335 -2.013
H 2.466 3.696 -2.333
H 2.065 5.249 -1.597
H 1.060 4.597 -2.890
H 0.366 2.709 -1.410
C 0.109 2.271 1.980
C -1.182 1.512 1.731
H -1.739 1.851 0.863
H -1.028 0.438 1.700
S -2.068 1.926 3.261
O -2.903 0.853 3.718
O -2.678 3.220 3.108
C -0.584 2.111 4.328
C 0.576 1.852 3.386
H 0.826 0.791 3.364
H 1.467 2.412 3.675
H -0.654 1.401 5.144
H -0.604 3.129 4.707
H -0.134 3.337 2.003
H 2.285 1.396 -1.331
H -2.294 -3.188 -0.317
H -2.223 -5.670 -0.226
H -0.404 -6.874 -1.386
H 1.286 -5.652 -2.650
H 3.060 -4.083 -2.858
H 2.984 -2.736 -4.019
*
```

---

No. 2
Formula: C12H27B3F3NO13Tl2
Source: the OMol25 dataset
Level of theory: wB97M-V/def2-TZVPD

Results
- HOMO energy (eV) = -15.281
- HOMO-LUMO gap (eV) = 2.7
- LUMO (eV) = -12.6
- electronic energy (eV) = -60517.21478

```
! RIJCOSX wB97M-V def2-TZVPD def2/J DEFGRID3
* xyz 2 1
Tl -2.434 0.860 2.158
Tl -1.979 2.007 -2.673
B -2.477 3.413 0.193
H -1.870 2.521 0.200
H -3.501 3.073 0.218
H -2.283 3.991 1.083
H -2.462 4.016 -0.702
B 0.856 2.113 -3.509
H 1.921 2.090 -3.682
H 0.353 1.184 -3.728
H 0.717 2.428 -2.487
H 0.484 2.865 -4.188
B -0.484 0.417 -0.292
H -0.220 0.312 0.749
H -0.153 1.334 -0.755
H -0.158 -0.418 -0.892
H -1.556 0.497 -0.387
C -6.280 0.152 -1.138
C -5.039 0.432 -0.376
O -3.938 0.542 -0.994
O -5.115 0.397 0.875
H -6.729 0.964 -1.711
H -7.092 -0.133 -0.469
H -6.189 -0.654 -1.866
C 2.894 3.667 3.732
C 3.458 2.527 2.927
O 2.416 2.417 1.895
C 1.305 2.763 2.473
O 0.216 2.448 1.987
O 1.520 3.461 3.589
F 3.376 1.557 3.778
H 3.116 4.536 3.113
H 3.263 3.767 4.753
H 4.485 2.651 2.582
C -1.795 -4.552 -1.789
C -0.357 -3.973 -1.910
O -0.442 -2.692 -2.416
C -1.709 -2.275 -2.228
O -2.076 -1.080 -2.556
O -2.453 -3.244 -1.754
F 0.236 -4.820 -2.831
H -1.975 -5.151 -0.895
H -2.262 -5.059 -2.634
H 0.154 -3.887 -0.951
C 2.858 -1.105 2.956
C 2.812 -2.600 2.834
O 1.446 -2.952 2.768
C 0.755 -1.846 2.615
O -0.468 -1.614 2.567
O 1.617 -0.739 2.544
F 3.274 -3.168 3.929
H 3.700 -0.695 2.399
H 3.001 -0.776 3.985
H 3.391 -2.977 1.990
C 2.282 -0.928 -2.342
N 3.489 -1.723 -1.884
O 3.529 -2.318 -0.811
O 4.475 -1.619 -2.609
H 1.410 -1.401 -1.890
H 2.258 -1.136 -3.412
H 2.429 0.132 -2.136
*
```

---

No. 3
Formula: C4As2F6N3ReS4
Source: the OMol25 dataset
Level of theory: wB97M-V/def2-TZVPD

Results
- HOMO energy (spin up / spin down) (eV) = -20.170 / -20.173
- HOMO-LUMO gap (spin up / spin down) (eV) = 5.2 / 5.2
- LUMO (spin up / spin down) (eV) = -15.0 / -15.0
- electronic energy (eV) = -192036.81190

```
! RIJCOSX wB97M-V def2-TZVPD def2/J DEFGRID3
* xyz 3 2
Re -0.011 0.173 0.380
S 1.973 -3.583 -2.507
As 0.142 -3.253 -1.243
S -0.820 -0.947 1.928
S -0.323 -0.975 -1.558
S 0.230 -3.867 -3.431
N -1.467 1.327 0.070
C -2.247 2.203 -0.081
C -3.172 3.200 -0.219
C -4.410 3.074 0.449
N -5.423 2.974 1.001
C -2.901 4.355 -0.977
N -2.698 5.327 -1.574
F 1.800 0.363 0.593
As 3.302 -1.655 1.237
F 2.364 -1.381 2.590
F 1.704 -2.215 0.550
F 3.869 -3.199 1.405
F 3.630 -1.338 -0.370
F 4.456 -0.584 1.757
*
```

---

No. 4
Formula: C4H10N2O2
Source: the OMol25 dataset
Level of theory: wB97M-V/def2-TZVPD

Results
- HOMO energy (eV) = -7.965
- HOMO-LUMO gap (eV) = 8.5
- LUMO (eV) = 0.6
- electronic energy (eV) = -11382.00683

```
! RIJCOSX wB97M-V def2-TZVPD def2/J DEFGRID3
* xyz 0 1
C 0.377 2.290 0.582
C -1.439 0.048 -1.281
C -0.039 -0.360 -1.064
O 0.963 1.028 0.303
N 0.841 -0.670 -1.855
H 1.804 -0.743 -1.551
H -0.708 2.214 0.708
H 0.809 2.710 1.496
H 0.615 2.978 -0.233
H -1.463 1.040 -1.731
H -1.914 -0.687 -1.931
H -1.981 0.036 -0.334
N 0.759 -2.294 1.137
C -0.143 -1.313 0.855
O -1.246 -1.283 1.384
H 1.703 -2.243 0.796
H 0.559 -2.963 1.869
H 0.503 0.213 0.849
*
```

---

Record order is preserved below.
ΔE to the lowest compared entry with this formula, charge and spin: 92.07 0.00 85.78 472.39 kJ/mol